Entry 1:
Formula: C52H61GeN5O4OsTe
Source: OMol25
Level of theory: ωB97M-V with the def2-TZVPD basis set

Each line ends with the Mulliken spin population.
Positions of all 125 atoms, in Å:
1 Os -0.378 0.073 0.032  1.163
2 C 4.086 1.598 1.713  0.002
3 O 4.031 0.635 0.663  0.000
4 C 2.817 0.235 0.303  0.015
5 O 1.790 0.618 0.846  0.067
6 N 2.851 -0.663 -0.705  -0.002
7 N 1.639 -1.118 -1.238  0.032
8 H 5.140 1.701 1.951  0.000
9 H 3.524 1.250 2.581  0.000
10 H 3.672 2.548 1.370  0.000
11 H 3.727 -0.861 -1.176  -0.001
12 H 1.601 -2.137 -1.277  0.000
13 H 1.435 -0.739 -2.166  0.000
14 C -7.693 -1.494 3.865  0.000
15 C -6.638 -1.573 2.808  -0.001
16 C -6.559 -2.641 1.926  0.001
17 C -5.499 -2.768 1.035  -0.025
18 C -5.458 -3.937 0.094  0.023
19 C -4.501 -1.798 1.039  0.015
20 Te -2.391 -2.486 0.228  0.082
21 N -1.908 -0.829 -0.846  -0.058
22 C -1.740 -0.913 -2.183  -0.005
23 O -0.638 -0.589 -2.653  0.016
24 C -2.854 -1.253 -3.081  0.016
25 C -4.162 -1.416 -2.634  0.006
26 C -5.170 -1.655 -3.550  0.001
27 C -4.894 -1.692 -4.908  0.000
28 C -3.594 -1.510 -5.360  0.000
29 C -2.576 -1.308 -4.449  0.004
30 C -0.745 -3.757 -0.799  0.012
31 C 0.510 -3.832 -0.199  -0.014
32 C 0.859 -3.101 1.068  0.013
33 C 1.473 -4.666 -0.763  -0.003
34 C 1.202 -5.450 -1.872  0.001
35 C 2.243 -6.359 -2.442  0.000
36 C -0.074 -5.399 -2.412  -0.001
37 C -1.057 -4.571 -1.887  -0.025
38 C -2.433 -4.618 -2.478  0.026
39 C -4.596 -0.684 1.861  0.011
40 C -3.600 0.431 1.860  0.036
41 C -5.677 -0.581 2.727  0.004
42 H -8.518 -2.167 3.658  0.000
43 H -8.072 -0.480 3.962  0.000
44 H -7.255 -1.775 4.824  0.000
45 H -7.332 -3.394 1.935  -0.001
46 H -6.441 -4.394 0.020  0.000
47 H -4.757 -4.693 0.455  -0.001
48 H -5.144 -3.624 -0.902  -0.004
49 H -4.393 -1.322 -1.580  -0.006
50 H -6.179 -1.812 -3.201  0.000
51 H -5.693 -1.852 -5.615  0.000
52 H -3.380 -1.534 -6.418  0.000
53 H -1.555 -1.169 -4.773  0.000
54 H 0.372 -2.127 1.139  0.018
55 H 1.936 -2.957 1.147  0.002
56 H 0.544 -3.700 1.925  0.001
57 H 2.450 -4.727 -0.303  0.000
58 H 3.210 -6.193 -1.975  0.000
59 H 2.342 -6.205 -3.514  0.000
60 H 1.962 -7.399 -2.282  0.000
61 H -0.319 -6.038 -3.248  0.000
62 H -2.466 -5.350 -3.281  0.000
63 H -2.724 -3.650 -2.884  -0.007
64 H -3.159 -4.907 -1.715  -0.003
65 H -2.957 0.412 0.976  0.010
66 H -2.973 0.372 2.745  -0.008
67 H -4.124 1.381 1.904  0.000
68 H -5.755 0.291 3.362  0.000
69 C -0.278 2.313 2.724  0.022
70 N -0.605 1.370 3.769  -0.006
71 C -0.750 1.946 5.093  0.000
72 C -1.651 1.079 5.957  0.000
73 C -1.113 -0.344 5.914  0.000
74 N -1.038 -0.786 4.538  0.002
75 C -1.104 -2.207 4.270  0.005
76 C -0.727 0.047 3.514  0.028
77 O -0.599 -0.434 2.370  0.128
78 H -1.005 3.125 2.716  0.005
79 H -0.302 1.824 1.741  -0.005
80 H 0.724 2.719 2.876  -0.001
81 H -1.184 2.943 4.974  0.000
82 H 0.236 2.061 5.567  0.000
83 H -2.668 1.093 5.560  0.000
84 H -1.662 1.452 6.980  0.000
85 H -1.780 -1.023 6.452  0.000
86 H -0.120 -0.387 6.382  0.000
87 H -1.786 -2.677 4.974  0.000
88 H -0.119 -2.677 4.356  0.000
89 H -1.485 -2.358 3.259  -0.001
90 C -0.307 1.830 -0.999  -0.495
91 Ge -1.325 3.427 -1.373  -0.051
92 C -2.360 4.223 0.121  -0.004
93 C -3.485 3.575 0.613  0.006
94 C -4.219 4.118 1.655  -0.002
95 C -3.847 5.337 2.200  0.001
96 C -2.753 6.014 1.687  0.000
97 C -2.014 5.456 0.658  0.003
98 C 0.159 4.671 -1.832  0.021
99 C 0.260 5.290 -3.067  0.002
100 C 1.311 6.151 -3.339  -0.002
101 C 2.272 6.399 -2.375  -0.001
102 C 2.188 5.774 -1.142  -0.014
103 C 1.141 4.909 -0.877  -0.027
104 C -2.549 3.182 -2.926  -0.023
105 C -3.855 3.650 -2.886  -0.007
106 C -4.692 3.487 -3.976  -0.001
107 C -4.229 2.858 -5.119  -0.001
108 C -2.928 2.382 -5.163  -0.004
109 C -2.097 2.536 -4.068  0.008
110 H 0.367 1.692 -1.850  -0.009
111 H -3.784 2.641 0.157  0.002
112 H -5.091 3.605 2.038  0.000
113 H -4.419 5.766 3.009  0.000
114 H -2.481 6.982 2.085  0.000
115 H -1.162 5.987 0.255  -0.001
116 H -0.491 5.096 -3.822  0.000
117 H 1.375 6.636 -4.303  0.000
118 H 3.084 7.080 -2.583  0.000
119 H 2.937 5.969 -0.386  -0.001
120 H 1.077 4.405 0.081  0.005
121 H -4.220 4.147 -1.998  -0.001
122 H -5.708 3.854 -3.935  0.000
123 H -4.878 2.741 -5.974  0.000
124 H -2.562 1.892 -6.054  0.000
125 H -1.089 2.146 -4.097  0.003

Force components x, y, z for each atom (eV/Å):
0.506 2.383 -0.695
-0.051 0.283 0.318
-0.239 -0.404 -0.427
0.192 -0.252 -0.155
-0.765 -0.021 0.151
0.121 -0.202 -0.394
0.086 0.420 -0.186
-0.058 0.035 0.008
0.080 0.018 -0.053
0.047 -0.038 0.028
-0.153 0.128 0.183
0.019 0.243 0.141
0.121 -0.013 0.329
-0.007 -0.017 0.020
0.025 0.003 -0.041
0.037 0.067 0.022
0.016 0.052 -0.063
0.030 0.031 0.075
-0.044 -0.539 -0.309
0.359 0.966 0.687
-0.174 -0.397 1.528
1.346 0.168 -1.428
-0.687 -0.109 -0.158
-0.271 0.079 -0.426
0.144 0.188 0.054
-0.126 -0.075 -0.026
0.021 -0.014 0.061
-0.013 -0.107 0.027
-0.015 0.020 0.160
-0.318 -0.117 -0.505
-0.222 0.216 0.406
-0.001 0.014 -0.008
-0.084 -0.016 -0.085
0.020 0.052 0.036
-0.004 -0.048 -0.023
0.033 0.042 0.054
-0.146 0.036 -0.015
-0.007 -0.049 -0.084
0.363 0.044 -0.277
0.067 0.140 0.047
0.019 -0.153 -0.093
-0.133 -0.048 0.011
-0.098 0.062 0.022
-0.081 -0.029 0.090
-0.122 -0.135 0.004
-0.020 -0.134 -0.041
0.026 -0.146 -0.054
0.017 -0.034 -0.062
-0.056 -0.009 -0.012
-0.157 0.062 0.026
-0.087 -0.043 -0.067
0.026 -0.001 -0.077
0.036 0.020 -0.017
0.133 -0.227 0.185
0.059 0.013 0.017
-0.036 0.119 0.083
0.113 0.050 0.089
0.086 -0.010 0.006
0.047 -0.028 -0.095
0.021 -0.104 -0.023
-0.035 -0.043 -0.134
-0.109 -0.021 -0.028
-0.054 -0.096 0.018
-0.075 0.005 -0.055
-0.135 0.122 0.174
0.079 0.026 0.077
0.030 0.060 -0.003
0.002 0.114 0.100
0.044 -0.123 -0.493
-0.085 -0.024 -0.086
-0.174 -0.006 0.357
0.313 -0.100 -0.105
-0.081 0.263 0.224
-0.139 -0.060 -0.053
-0.025 -0.134 -0.311
0.028 0.154 0.080
0.260 0.102 -0.596
-0.018 0.061 0.005
-0.008 0.295 0.421
0.040 0.076 -0.010
0.091 -0.080 0.017
-0.111 0.042 -0.060
-0.023 0.020 0.049
-0.039 -0.003 -0.020
0.129 0.046 -0.045
-0.101 -0.043 0.074
-0.004 0.028 0.082
-0.036 -0.054 0.001
0.109 -0.072 0.161
-0.291 -3.439 0.934
-0.394 1.094 -0.033
0.349 -0.333 -0.552
0.049 -0.148 -0.124
-0.141 -0.050 0.081
-0.018 0.036 0.030
0.009 0.085 0.111
0.223 0.055 -0.106
-0.638 -0.501 0.162
-0.171 -0.036 -0.099
0.044 0.086 -0.114
0.047 0.065 -0.032
0.137 0.030 0.136
-0.029 -0.111 0.086
0.593 -0.102 0.762
-0.030 0.119 0.215
-0.146 0.027 -0.049
-0.019 -0.006 -0.042
0.017 -0.063 -0.147
0.162 -0.085 0.006
0.372 0.105 0.021
-0.119 -0.072 0.066
-0.039 -0.037 -0.016
-0.060 0.037 0.048
0.037 0.045 0.033
0.059 0.093 0.031
-0.049 0.054 -0.089
0.011 0.031 -0.082
0.058 0.038 -0.013
0.055 0.001 0.042
0.065 0.038 0.119
-0.058 0.050 0.019
-0.056 0.031 0.000
-0.052 -0.024 -0.064
0.021 -0.056 -0.062
0.092 -0.053 -0.088

Values from the calculation:
spin multiplicity	2
Kohn-Sham gap (alpha / beta)	3.733 / 3.989	eV
net charge	+1
highest occupied orbital energy (alpha / beta)	-8.52 / -8.44	eV
expectation value of S²	1.195
lowest unoccupied orbital energy (alpha / beta)	-4.8 / -4.4	eV
calculated total energy	-136819.603	eV

Entry 2:
Formula: C5H9MgO4Zn
Source: OMol25
Level of theory: ωB97M-V with the def2-TZVPD basis set

Each line ends with the Mulliken spin population.
Positions of all 20 atoms, in Å:
1 O 0.009 -1.732 -0.258  -0.006
2 C -1.317 -1.702 0.163  0.006
3 C -1.695 -0.279 0.538  0.029
4 O -1.356 0.518 -0.591  -0.067
5 C -2.370 1.386 -1.061  0.031
6 Mg 0.590 0.412 -1.403  0.933
7 H -1.573 -2.359 1.013  0.004
8 H -1.961 -2.026 -0.676  -0.001
9 H -1.150 0.123 1.406  0.003
10 H -2.757 -0.223 0.823  0.008
11 H -1.917 2.322 -1.417  -0.020
12 H -2.905 0.899 -1.885  0.004
13 H -3.082 1.603 -0.250  0.010
14 O 3.482 -1.240 1.428  0.000
15 C 4.093 -0.159 1.136  0.001
16 C 3.263 0.777 0.259  0.034
17 O 1.948 0.372 0.020  0.059
18 Zn 1.576 -1.375 0.649  -0.031
19 H 3.853 0.924 -0.668  0.005
20 H 3.270 1.760 0.773  -0.002

Force components x, y, z for each atom (eV/Å):
0.083 -0.030 -0.302
-0.423 0.121 0.236
-0.191 -0.529 0.541
0.061 0.538 0.107
-0.651 0.410 -0.216
0.012 -0.334 0.076
0.384 0.001 -0.126
0.143 0.157 0.233
0.167 -0.328 -0.162
0.135 0.139 -0.518
-0.123 -0.321 0.102
0.025 0.184 0.108
0.268 0.071 -0.288
-0.597 0.109 -0.250
-0.402 -0.658 0.009
0.585 0.814 0.243
-0.718 0.611 -0.891
1.492 -0.441 1.016
-0.273 -0.153 0.234
0.023 -0.362 -0.153

Values from the calculation:
spin multiplicity	2
Kohn-Sham gap (alpha / beta)	5.837 / 6.314	eV
highest occupied orbital energy (alpha / beta)	-5.88 / -6.73	eV
expectation value of S²	0.750
lowest unoccupied orbital energy (alpha / beta)	0.0 / -0.4	eV
energy above the lowest of the compared OMol25 structures with the same formula, charge and spin	50.1	kJ/mol
calculated total energy	-67381.051	eV

Entry 3:
Formula: C17H39F3NO9PSSi2
Source: OMol25
Level of theory: ωB97M-V with the def2-TZVPD basis set

Each line ends with the Löwdin charge.
Positions of all 73 atoms, in Å:
1 C 7.155 0.808 0.426  -0.070
2 C 6.755 2.253 0.140  -0.258
3 O 5.349 2.422 0.139  -0.242
4 C 4.689 2.386 -1.116  -0.284
5 C 3.333 3.043 -0.884  -0.230
6 Si 2.675 2.457 0.784  0.446
7 O 1.002 2.383 0.843  -0.355
8 Si 0.037 1.159 0.329  0.504
9 C 0.331 0.869 -1.505  -0.170
10 C -0.731 0.175 -2.377  -0.391
11 O -1.953 0.908 -2.376  -0.050
12 C -1.038 -1.294 -1.964  -0.211
13 N -2.306 -1.533 -1.310  0.038
14 C 0.059 -0.373 1.390  -0.388
15 C 1.223 -1.338 1.041  -0.094
16 C -0.069 -0.079 2.903  -0.250
17 C 1.171 0.490 3.594  -0.097
18 S -1.992 1.993 0.829  0.711
19 O -1.928 2.535 2.177  -0.340
20 O -3.021 1.035 0.486  -0.337
21 C -2.264 3.524 -0.251  -0.674
22 F -2.111 4.624 0.474  0.142
23 F -3.483 3.508 -0.792  0.141
24 F -1.362 3.565 -1.247  0.107
25 P 3.201 3.877 2.464  0.743
26 C 1.773 5.012 2.241  -0.339
27 O 4.384 4.795 1.718  -0.408
28 H 8.173 0.764 0.819  0.073
29 H 7.089 0.176 -0.463  0.071
30 H 6.485 0.407 1.193  0.078
31 H 7.163 2.587 -0.821  0.115
32 H 7.152 2.921 0.911  0.121
33 H 5.283 2.920 -1.867  0.120
34 H 4.561 1.343 -1.446  0.120
35 H 3.482 4.126 -0.783  0.080
36 H 2.660 2.882 -1.728  0.072
37 H 3.184 1.123 1.148  0.013
38 H 0.538 1.856 -1.937  0.076
39 H 1.265 0.296 -1.589  0.094
40 H -0.336 0.153 -3.402  0.138
41 H -1.907 1.579 -3.060  0.099
42 H -0.235 -1.656 -1.316  0.094
43 H -1.001 -1.910 -2.870  0.114
44 H -3.069 -1.162 -1.855  0.079
45 H -2.355 -1.134 -0.386  0.036
46 H -0.869 -0.895 1.114  0.094
47 H 1.929 -0.942 0.306  0.053
48 H 0.830 -2.272 0.626  0.074
49 H 1.787 -1.603 1.937  0.073
50 H -0.347 -1.021 3.395  0.117
51 H -0.896 0.610 3.080  0.083
52 H 1.317 1.550 3.365  0.044
53 H 1.057 0.403 4.678  0.080
54 H 2.090 -0.035 3.324  0.063
55 H 0.836 4.455 2.310  0.022
56 H 1.810 5.501 1.260  0.042
57 H 1.800 5.784 3.014  0.029
58 H 4.511 5.610 2.211  0.037
59 C -3.789 -4.722 -0.137  -0.065
60 C -4.455 -4.199 -1.389  -0.215
61 O -5.056 -5.259 -2.161  0.037
62 C -6.209 -5.723 -1.696  -0.620
63 O -6.806 -5.324 -0.731  0.122
64 O -6.600 -6.728 -2.483  0.002
65 C -7.818 -7.354 -2.075  -0.043
66 H -3.057 -5.490 -0.392  0.082
67 H -3.275 -3.904 0.366  0.066
68 H -4.519 -5.153 0.547  0.074
69 H -3.717 -3.757 -2.050  0.100
70 H -5.209 -3.447 -1.159  0.124
71 H -8.616 -6.621 -1.981  0.095
72 H -7.682 -7.868 -1.125  0.097
73 H -8.056 -8.070 -2.856  0.092

Force components x, y, z for each atom (eV/Å):
-0.132 0.096 0.098
0.136 -0.136 -0.014
-0.095 0.213 -0.068
0.008 -0.143 0.156
0.062 0.111 0.048
0.322 0.419 0.155
0.038 -0.384 -0.407
0.250 -0.027 -0.077
-0.297 0.072 -0.050
0.096 -0.009 -0.009
0.092 -0.144 -0.016
0.003 0.074 -0.126
0.226 -0.509 -0.011
-0.106 -0.049 0.021
-0.139 -0.165 -0.084
0.051 -0.158 0.206
0.017 0.097 0.006
-0.159 0.030 0.499
-0.048 -0.149 -0.576
0.166 0.284 0.074
-0.320 0.094 -0.197
-0.122 -0.059 -0.036
0.302 0.025 0.206
0.066 -0.125 0.067
-0.064 0.064 0.313
-0.181 0.085 -0.212
0.122 0.001 -0.262
-0.010 -0.034 -0.134
-0.012 0.040 0.090
0.101 0.011 -0.072
0.009 0.023 0.041
-0.137 -0.101 -0.028
-0.026 -0.032 -0.012
0.042 0.092 -0.053
-0.035 -0.107 -0.042
-0.022 -0.093 0.092
-0.092 -0.234 -0.185
0.010 -0.066 0.071
0.009 0.045 0.069
-0.012 -0.009 0.112
0.001 0.128 -0.029
-0.023 0.009 -0.059
-0.038 0.055 0.108
-0.072 0.226 0.042
-0.112 0.295 0.026
0.021 0.141 0.016
0.034 0.001 0.139
0.068 0.107 0.059
0.016 0.074 -0.083
0.075 0.074 -0.070
-0.030 -0.120 -0.016
-0.046 -0.124 0.014
0.019 0.067 -0.104
-0.047 -0.003 0.000
-0.013 0.092 0.136
-0.017 -0.077 0.097
-0.089 -0.091 -0.026
0.132 0.023 0.099
-0.068 -0.148 0.019
0.129 0.157 0.073
0.032 0.017 -0.051
0.096 -0.107 0.000
-0.093 0.078 0.089
-0.031 -0.022 -0.055
-0.051 -0.054 -0.051
0.034 0.037 -0.005
0.025 0.027 -0.021
-0.019 0.039 0.000
-0.010 -0.025 -0.062
-0.056 -0.065 0.019
0.001 0.015 0.027
-0.009 0.035 0.026
0.023 -0.002 -0.009

Values from the calculation:
Kohn-Sham gap	8.627	eV
highest occupied orbital energy	-8.31	eV
lowest unoccupied orbital energy	0.3	eV
calculated total energy	-82213.640	eV